Density functional theory data (wB97M-V/def2-TZVPD) for a structure of composition C45H59F6InN3OP2SSi in a non-equilibrium geometry.

Calculated values
E_HOMO: -3.363 eV
max |F|: 4.17 eV/Å

```
! RIJCOSX wB97M-V def2-TZVPD def2/J DEFGRID3
* xyz -1 1
In 2.1588 0.8643 0.2082
C -1.5923 1.3076 -0.8600
Si -0.4061 -0.1578 -0.9319
C -0.6990 -0.9013 -2.7103
C -1.8737 -1.5799 -3.0439
C -2.0518 -2.1127 -4.3469
C -1.0610 -1.9317 -5.3054
C 0.1553 -1.2956 -5.0180
C 0.3207 -0.7239 -3.7357
P 1.6151 0.2680 -3.0404
C 2.0804 1.6876 -4.2547
C 1.5815 1.5153 -5.6998
C 0.1812 2.0381 -5.9446
C 0.0242 3.4886 -5.5609
C 0.3838 3.7248 -4.0762
C 1.6886 3.0275 -3.5897
C 3.1006 -0.8830 -3.1461
C 3.4745 -1.3826 -4.6028
C 3.3239 -2.9041 -4.9118
C 3.6547 -3.7933 -3.7104
C 2.7026 -3.4945 -2.5930
C 2.8567 -2.0318 -2.0999
C -1.0881 -1.5329 0.2008
C -0.7090 -2.8507 -0.1906
C -0.7824 -3.9314 0.7095
C -1.1914 -3.7604 2.0097
C -1.6193 -2.4623 2.4210
C -1.6143 -1.3760 1.5395
P -2.4265 0.0303 2.2364
C -1.4915 0.6408 3.7815
C -1.7907 0.1367 5.2631
C -1.4990 1.2689 6.3057
C -2.4372 2.4652 6.1665
C -2.7484 2.7671 4.6957
C -1.6811 2.1991 3.7453
C -4.0815 -0.5411 2.8900
C -4.4075 -1.8197 3.7012
C -5.8721 -1.7500 4.2004
C -6.8889 -1.4845 3.0900
C -6.2457 -1.4073 1.6911
C -4.9638 -0.5405 1.6132
H -1.3423 2.0588 -0.0956
H -2.5665 0.8468 -0.5433
H -1.7179 1.7892 -1.8213
H -2.7068 -1.6667 -2.3265
H -2.9316 -2.6966 -4.6056
H -1.1545 -2.4702 -6.2460
H 0.9524 -1.1984 -5.7715
H 3.1820 1.6797 -4.2301
H 1.6713 0.5121 -6.0387
H 2.2493 2.1097 -6.3917
H -0.5952 1.4663 -5.4394
H -0.0599 1.8829 -7.0223
H -0.9249 3.9186 -5.8864
H 0.7527 4.0948 -6.1292
H -0.4829 3.5002 -3.4070
H 0.5754 4.7931 -3.9192
H 1.6404 2.9285 -2.5099
H 2.5279 3.7589 -3.7491
H 3.9672 -0.2747 -2.8065
H 4.5384 -1.1579 -4.7515
H 2.9465 -0.8379 -5.3915
H 3.9897 -3.1525 -5.7589
H 2.3062 -3.1601 -5.3122
H 4.7049 -3.6364 -3.3878
H 3.5929 -4.8606 -4.1343
H 2.8846 -4.1597 -1.7165
H 1.6726 -3.6984 -2.8906
H 3.6694 -2.0518 -1.3558
H 1.9469 -1.7881 -1.5299
H -0.4918 -3.1067 -1.2345
H -0.5420 -4.9195 0.3451
H -1.1209 -4.5582 2.7605
H -1.9859 -2.3104 3.4305
H -0.4539 0.4039 3.4873
H -1.1458 -0.7541 5.4394
H -2.8287 -0.2337 5.3194
H -0.4275 1.5410 6.1434
H -1.5619 0.7879 7.3099
H -2.0757 3.3565 6.6717
H -3.3696 2.1737 6.7228
H -2.8368 3.8720 4.5161
H -3.7647 2.4335 4.4276
H -0.6749 2.6393 3.9724
H -1.9020 2.5373 2.7121
H -4.4312 0.3234 3.4784
H -3.7434 -1.8827 4.5662
H -4.2437 -2.7241 3.0787
H -5.9063 -1.0378 5.0519
H -6.1056 -2.7471 4.6398
H -7.3940 -0.5097 3.2682
H -7.6419 -2.2646 3.0821
H -7.0386 -1.0569 1.0156
H -5.9874 -2.4580 1.3478
H -5.1493 0.4914 1.2737
H -4.3174 -0.9249 0.7808
F 0.7355 0.1407 1.5517
S -1.7978 5.0257 0.3188
C -0.6804 4.0420 0.7151
N 0.2253 3.2482 0.9319
N 2.4340 3.8416 0.2105
C 1.4716 2.9652 0.4462
H 2.0025 4.6913 -0.2325
N 4.3221 1.5805 -0.3753
H 4.7879 0.9030 0.2364
H 4.5068 2.5331 -0.0790
H 4.5981 1.4921 -1.3490
F 7.1424 -1.1969 4.8002
C 6.0921 -0.6001 4.2232
C 5.4742 -1.1465 3.0865
F 5.9747 -2.3038 2.5899
C 4.4569 -0.4804 2.4439
F 3.7987 -1.1091 1.4084
C 4.0072 0.8013 2.7989
O 3.0951 1.4498 2.1102
C 4.6823 1.3289 3.9415
F 4.3989 2.5354 4.4160
C 5.6974 0.6512 4.6128
F 6.3470 1.2249 5.6591
*
```

***

Density functional theory data (wB97M-V/def2-TZVPD) for a structure of composition C45H60KN6O3P.

Calculated values
E_HOMO (spin up / spin down): -6.463 / -6.385 eV
max |F|: 0.49 eV/Å

```
! RIJCOSX wB97M-V def2-TZVPD def2/J DEFGRID3
* xyz 0 1
K -0.0038 0.5134 -1.9882
C -1.2272 -5.3722 3.2320
C -0.7382 -4.0157 3.7596
C 0.3525 -4.2444 4.8162
C -1.9156 -3.3123 4.4339
C -0.1627 -3.1898 2.6146
C -0.6892 -2.0021 2.2080
C -0.1452 -1.2865 1.1043
N -0.7081 -0.2076 0.5500
C -1.4524 0.7020 1.1628
C -1.4093 0.9581 2.5707
C -2.0256 2.0374 3.1136
C -2.7789 2.8992 2.2444
C -2.8876 2.7429 0.9008
C -2.2078 1.6008 0.2711
O -2.2720 1.3719 -0.9465
C -3.6867 3.7044 0.0250
C -4.8121 2.9434 -0.6942
C -2.7605 4.3662 -1.0072
C -4.3339 4.8190 0.8488
C -1.9202 2.4110 4.5875
C -1.0927 1.3961 5.3763
C -3.3243 2.4674 5.2056
C -1.2498 3.7861 4.7188
C 1.0230 -1.8064 0.3957
O 1.5888 -1.1156 -0.4883
C 1.5274 -3.1089 0.8098
C 0.9527 -3.7119 1.8883
C 2.6982 -3.7301 0.0482
C 2.3361 -3.9227 -1.4333
C 3.0773 -5.1038 0.6015
C 3.9296 -2.8179 0.1732
H -1.6340 -5.9739 4.0480
H -0.4190 -5.9403 2.7692
H -2.0102 -5.2328 2.4846
H -0.0413 -4.8401 5.6429
H 0.7059 -3.2922 5.2163
H 1.2115 -4.7741 4.4033
H -2.2759 -3.9196 5.2664
H -2.7485 -3.1660 3.7441
H -1.6246 -2.3377 4.8315
H -1.5887 -1.6104 2.6615
H -0.7823 0.3181 3.1740
H -3.2755 3.7427 2.7058
H -4.4102 2.1761 -1.3502
H -5.4029 3.6422 -1.2914
H -5.4791 2.4723 0.0320
H -2.2264 3.6291 -1.6015
H -2.0294 5.0050 -0.5063
H -3.3495 4.9975 -1.6769
H -5.0376 4.4258 1.5860
H -4.8887 5.4789 0.1797
H -3.5902 5.4274 1.3688
H -1.5283 0.3964 5.3235
H -1.0568 1.6901 6.4268
H -0.0655 1.3414 5.0106
H -3.8164 1.4961 5.1308
H -3.9578 3.2042 4.7105
H -3.2601 2.7392 6.2614
H -0.2417 3.7621 4.2991
H -1.1762 4.0738 5.7699
H -1.8127 4.5620 4.1982
H 1.3337 -4.6740 2.2029
H 1.4891 -4.6057 -1.5328
H 3.1862 -4.3647 -1.9602
H 2.0670 -2.9849 -1.9116
H 2.2372 -5.7991 0.5463
H 3.4196 -5.0551 1.6369
H 3.8961 -5.5153 0.0076
H 3.7038 -1.8180 -0.1893
H 4.7647 -3.2254 -0.4044
H 4.2450 -2.7383 1.2160
N 4.6188 -0.2722 -3.5212
C 3.3985 -0.3711 -2.9386
N 2.2793 -0.2589 -3.5502
C 2.2696 -0.0690 -4.9267
N 1.1851 -0.1388 -5.6131
N 0.0573 -0.3218 -4.8416
C -0.7276 -1.2438 -5.2182
C -1.9443 -1.5552 -4.4370
C -3.0236 -2.1800 -5.0528
C -4.1458 -2.4719 -4.2919
C -4.1449 -2.1427 -2.9471
C -3.0152 -1.5309 -2.4174
N -1.9414 -1.2448 -3.1392
C 3.5514 0.1766 -5.6097
C 3.6362 0.5139 -6.9611
C 4.8639 0.7119 -7.5577
C 6.0327 0.5715 -6.8094
C 5.9718 0.2419 -5.4716
C 4.7284 0.0477 -4.8730
H 5.4474 -0.4046 -2.9674
H 3.3834 -0.5731 -1.8707
H -0.5138 -1.8458 -6.1036
H -2.9820 -2.4217 -6.1067
H -5.0054 -2.9502 -4.7434
H -4.9954 -2.3553 -2.3144
H -2.9667 -1.2469 -1.3717
H 2.7160 0.6098 -7.5206
H 4.9216 0.9738 -8.6053
H 6.9962 0.7238 -7.2770
H 6.8765 0.1358 -4.8852
C 3.2451 3.9430 -0.6641
P 1.5938 3.2941 -0.3211
C 1.8195 1.9524 0.8670
C 0.7461 4.5815 0.6143
O 0.8764 2.8997 -1.5687
H 3.7513 4.2585 0.2485
H 3.1596 4.7901 -1.3444
H 3.8336 3.1668 -1.1546
H 2.5778 2.2034 1.6109
H 2.1030 1.0363 0.3440
H 0.8716 1.7650 1.3735
H 1.3048 4.8462 1.5134
H -0.2379 4.2054 0.9017
H 0.6152 5.4657 -0.0094
*
```

***

The highest max |F| belongs to which entry? C45H59F6InN3OP2SSi

***

Look up the max |F| of the second one. 0.49 eV/Å

***

The highest max |F| belongs to which entry? C45H59F6InN3OP2SSi